Entry from the OMol25 dataset: C2H3O2P in the gas phase at a distorted geometry (wB97M-V/def2-TZVPD).

Geometry (Å):
1 C 0.928 0.285 0.039
2 H -1.271 0.277 0.169
3 H 1.003 1.213 0.492
4 C -0.278 -0.288 -0.114
5 P 3.504 0.386 0.256
6 H -0.545 -1.259 -0.536
7 O 2.114 -0.362 -0.199
8 O 4.507 -0.500 -0.249

- ΔE to the lowest compared entry with this formula, charge and spin: 0.00 kJ/mol
- E_LUMO: -0.4 eV
- Gap between HOMO and LUMO: 9.5 eV
- Structure (SMILES): C=COP=O
- E: -569.832886 Ha
- Spin multiplicity: 1
- HOMO energy: -9.853 eV